Record 1
The following is a DFT calculation (wB97M-V/def2-TZVPD) of an isolated ion of composition C6H6N and charge +1.

Calculated values
E_tot, Ha: -286.60431
SMILES string: Cc1cccc#[n+]1

Structure (ORCA input):
```
! wB97M-V def2-TZVPD RIJCOSX def2/J DEFGRID3
* xyz 1 1
C 2.02098 -0.67251 0.03506
C 0.60943 -0.40041 0.04875
C 0.08546 0.87366 -0.04639
C -1.27374 1.04774 0.04055
C -2.24190 0.07146 0.03816
C -1.50675 -1.05996 0.04965
N -0.32752 -1.36400 0.01999
H 2.27431 -0.65555 -0.99289
H 2.68141 -0.05979 0.64525
H 1.99583 -1.58690 0.55677
H 0.65013 1.77178 -0.33706
H -1.61985 1.99299 -0.01822
H -3.34780 0.04149 -0.03962
*
```

Record 2
The following is a DFT calculation (wB97M-V/def2-TZVPD) of an isolated ion of composition C6H6N and charge +1.

Calculated values
E_tot, Ha: -286.54783

Structure (ORCA input):
```
! wB97M-V def2-TZVPD RIJCOSX def2/J DEFGRID3
* xyz 1 1
C -0.68593 -1.16478 0.06838
C 0.56523 -0.79023 0.08528
C -2.49810 0.32776 -0.16437
C -1.96262 -1.07482 -0.01156
C 1.71159 -0.34084 0.07809
C 3.01180 0.17641 0.03646
N -1.86506 1.29862 0.27212
H -3.45932 0.30665 -0.68178
H -2.68219 -1.87541 -0.00929
H -2.24641 2.23307 0.20256
H 3.10611 1.02881 0.71267
H 3.29346 0.46526 -0.97725
H 3.71142 -0.59048 0.38870
*
```

Record 3
The following is a DFT calculation (wB97M-V/def2-TZVPD) of a single C6H6N2 molecule.

Calculated values
E_tot, Ha: -341.58689
SMILES string: C=C(C)C(C#N)C#N

Structure (ORCA input):
```
! wB97M-V def2-TZVPD RIJCOSX def2/J DEFGRID3
* xyz 0 1
C 0.61242 1.74241 0.29625
C 0.32342 0.50977 -0.03514
C 1.23579 -0.69053 0.35909
C -1.19358 -0.07754 -0.41908
C -0.78623 -0.67609 -1.72046
N -0.08115 -1.29883 -2.52698
C -1.73456 -0.83323 0.76082
N -2.53656 -1.17359 1.65580
H 0.07966 2.66164 -0.04544
H 1.64086 1.75215 0.54467
H 1.30814 -1.47800 -0.31828
H 0.81356 -0.88894 1.45394
H 2.27039 -0.30543 0.74643
H -1.95216 0.75620 -0.75161
*
```

Record 4
The following is a DFT calculation (wB97M-V/def2-TZVPD) of a 3-piece molecular cluster, C6H6N2 overall.

Calculated values
E_tot, Ha: -341.37238

Structure (ORCA input):
```
! wB97M-V def2-TZVPD RIJCOSX def2/J DEFGRID3
* xyz 0 1
C -1.92093 -0.47798 0.06403
C 0.04067 0.22715 1.45270
C 0.28038 0.60445 -0.00025
C 1.19379 0.87076 -0.89910
C 2.14688 0.70694 -1.93849
C 2.76632 0.44294 -2.98643
H -2.70720 0.21987 -0.53403
H -1.11214 -0.51085 -0.82075
H -2.43628 -1.85437 -0.06600
H -1.61723 -1.25315 2.36605
H 0.39881 0.37206 3.35468
H 3.40004 0.20437 -3.82703
N -1.26730 -0.23313 1.34852
N 0.83420 0.68095 2.48610
*
```

Record 5
The following is a DFT calculation (wB97M-V/def2-TZVPD) of C6H6N2 as an isolated structure.

Calculated values
E_tot, Ha: -341.59502

Structure (ORCA input):
```
! wB97M-V def2-TZVPD RIJCOSX def2/J DEFGRID3
* xyz 0 1
C -1.82200 -0.22446 -0.00937
C -0.52350 -0.78698 -0.01612
C 0.60276 -0.25521 1.00253
C 0.66161 -0.30664 -1.00733
C 0.99184 1.17424 -0.68580
C 0.86333 1.19321 0.66000
H -0.60900 -1.80193 -0.10382
H 0.59986 -0.53138 2.06326
H 1.63715 -1.96875 0.09724
H 0.71576 -0.81827 -1.93394
H 1.41218 1.98516 -1.22955
H 0.84028 2.12196 1.09161
N -2.83002 0.38991 -0.03602
N 1.50996 -0.92588 0.08628
*
```

Record 6
The following is a DFT calculation (wB97M-V/def2-TZVPD) of an isolated ion of composition C6H6N2 and charge +2.

Calculated values
E_tot, Ha: -340.79953

Structure (ORCA input):
```
! wB97M-V def2-TZVPD RIJCOSX def2/J DEFGRID3
* xyz 2 1
C 1.23659 1.51599 0.10202
C -0.05504 1.06029 -0.02179
C 0.26492 -1.30956 0.16679
C 2.19514 0.50586 0.06013
C 1.94654 -0.89216 0.10329
C -1.90860 -0.49536 -0.11660
N 3.11168 -0.41700 -0.24911
N -0.48775 -0.26930 -0.00403
H 1.47928 2.57376 0.18918
H -0.84678 1.79999 -0.13397
H -0.01239 -2.34460 0.33944
H -2.45627 0.41683 -0.35407
H -2.33101 -0.90823 0.80951
H -2.13631 -1.23649 -0.89078
*
```